Entry 1:
Computed, not measured: 2 unconnected molecules or ions with the total composition C5H8N2O3, with ωB97M-V/def2-TZVPD.

Geometry as XYZ:
```
18
Properties=species:S:1:pos:R:3
C 0.97123 3.69820 -0.13853
C 1.49321 3.24802 -1.48125
C 0.75147 2.61222 -2.78407
O 0.90648 3.99623 -2.53534
C 2.98736 3.25906 -1.58063
N 3.70966 2.45617 -0.85028
O 4.93233 2.41938 -1.41464
N 5.03619 3.33400 -2.39854
C 3.84422 3.81604 -2.57673
H -0.12350 3.63960 -0.13669
H 1.36375 3.04929 0.65527
H 1.30662 4.72040 0.08203
H 1.43145 2.22089 -3.54904
H -0.30269 2.32290 -2.77314
H 3.60910 4.49916 -3.38681
H 1.04746 0.76687 -1.61834
O 1.46316 0.70375 -0.57976
H 2.42133 0.83796 -0.63773
```

Output
- energy above the lowest of the compared OMol25 structures with the same formula, charge and spin (kJ/mol) = 497.3
- strongest force on any atom (eV Å⁻¹) = 5.3
- orbital gap (eV) = 10.657
- SMILES = C[C@@]1(c2cnon2)CO1.O
- lowest unoccupied orbital energy (eV) = 0.356

Entry 2:
Computed, not measured: C5H8N2O3 in the gas phase, with ωB97M-V/def2-TZVPD.

Geometry as XYZ:
```
18
Properties=species:S:1:pos:R:3
C -1.07816 0.06746 0.27971
C 0.39972 0.35222 0.54843
C 0.66524 2.03516 0.51437
C -2.00711 -0.52164 1.24964
C 2.10695 1.33343 -1.47908
N 1.17456 1.19048 -0.37045
N -1.33133 0.48809 -0.90916
O -2.61614 0.47854 -1.28403
O 1.06751 -0.66311 1.28223
O 0.63458 2.96877 1.22193
H -1.95712 -1.59887 1.30072
H -1.83265 -0.02134 2.24151
H -3.15868 -0.31954 0.93439
H 3.08366 1.15535 -1.04357
H 1.85129 0.48590 -2.25080
H 2.14077 2.28985 -1.98489
H 1.39414 -0.39653 2.21270
H -2.63121 1.22132 -2.02423
```

Output
- energy above the lowest of the compared OMol25 structures with the same formula, charge and spin (kJ/mol) = 520.9
- strongest force on any atom (eV Å⁻¹) = 5.9
- orbital gap (eV) = 8.585
- SMILES = C/C(=N\O)[C@]1(O)C(=O)N1C
- lowest unoccupied orbital energy (eV) = 0.557

Entry 3:
Computed, not measured: a molecular structure, C5H8N2O3, with ωB97M-V/def2-TZVPD.

Geometry as XYZ:
```
18
Properties=species:S:1:pos:R:3
C -3.07010 -0.73691 -0.24738
C -2.00376 -1.28005 0.50112
C -1.12609 -0.35460 0.95217
C -1.99862 1.61599 -0.03102
C 4.22148 -0.26014 -0.19244
H -3.70863 1.25489 -0.90829
H -1.85786 -2.32216 0.76599
H -0.19967 -0.76559 1.46310
H -0.18969 1.38288 1.40946
H 2.64365 -0.38083 -1.58944
H 5.01365 0.50945 -0.34444
H 4.31315 -0.82997 0.66451
H 4.59056 -1.07898 -0.90884
N -2.88452 0.67912 -0.57634
N -1.15422 1.02253 0.86454
O -3.75300 -1.44639 -0.89453
O -1.78420 2.72070 -0.36038
O 2.94789 0.27004 -0.56781
```

Output
- energy above the lowest of the compared OMol25 structures with the same formula, charge and spin (kJ/mol) = 300.9
- strongest force on any atom (eV Å⁻¹) = 6.2
- orbital gap (eV) = 9.440
- lowest unoccupied orbital energy (eV) = 0.137

Entry 4:
Computed, not measured: C5H8N2O3 in the gas phase, with ωB97M-V/def2-TZVPD.

Geometry as XYZ:
```
18
Properties=species:S:1:pos:R:3
C 0.43847 1.13857 -0.11108
C -1.85493 -0.30964 0.00373
C -0.34653 -0.33270 0.00295
C 0.21431 -0.80133 1.29331
C -0.20540 -1.28702 -1.27603
N -3.00486 -0.07147 -0.02946
N 1.82239 1.07013 -0.06774
O -0.14168 2.14711 -0.17192
O -4.22363 -0.08544 -0.16790
O 2.48172 2.33514 -0.17773
H 2.24323 0.48734 0.60700
H 0.20166 0.04626 2.04605
H 1.30879 -0.96859 1.32968
H -0.24937 -1.76489 1.63325
H 0.68635 -0.98708 -1.71123
H -1.06575 -1.12092 -1.93938
H 0.03356 -2.39265 -1.09343
H 1.66165 2.89716 -0.17006
```

Output
- energy above the lowest of the compared OMol25 structures with the same formula, charge and spin (kJ/mol) = 499.4
- strongest force on any atom (eV Å⁻¹) = 7.6
- orbital gap (alpha / beta) (eV) = 4.537 / 4.968
- lowest unoccupied orbital energy (alpha / beta) (eV) = 0.306 / -4.366
- 2S+1 = 3

Entry 5:
Computed, not measured: a molecular structure, C5H8N2O4, with ωB97M-V/def2-TZVPD.

Geometry as XYZ:
```
19
Properties=species:S:1:pos:R:3
C 1.67766 -1.21497 0.09950
C -0.53031 -1.54687 0.48362
C -0.70344 -0.07589 0.04707
C -1.24830 0.85442 1.02109
C -0.91595 0.24855 -1.36381
N 1.26139 0.07461 0.17256
N 1.89305 1.20836 0.01399
O 2.80660 -1.52349 -0.09347
O 3.05925 1.23935 0.24702
O 1.24913 2.10468 -0.46064
O 0.67387 -2.08528 0.01972
H -0.67938 -1.72506 1.48768
H -1.48206 -2.13659 0.03215
H -0.67004 1.77143 0.70191
H -1.07856 0.70638 2.10947
H -2.29519 0.94093 0.90839
H -0.43555 1.22523 -1.89070
H -1.98386 0.47958 -1.48668
H -0.59831 -0.54537 -2.04887
```

Output
- energy above the lowest of the compared OMol25 structures with the same formula, charge and spin (kJ/mol) = 569.1
- strongest force on any atom (eV Å⁻¹) = 6.8
- orbital gap (eV) = 10.392
- lowest unoccupied orbital energy (eV) = -0.001

Entry 6:
Computed, not measured: C5H8N2O5 in the gas phase, with ωB97M-V/def2-TZVPD.

Geometry as XYZ:
```
20
Properties=species:S:1:pos:R:3
C 1.00265 -0.64815 -2.38267
C -1.08690 0.31771 -1.33071
C 1.86566 -1.13235 -1.41994
C -1.35600 0.66353 1.02843
C -0.69138 0.76546 2.34689
N -0.23513 0.02638 -2.33648
N -0.58415 0.39197 -0.02652
O 1.49929 -0.48667 -3.65098
O -2.29614 0.67431 -1.58590
O 2.94942 -1.58481 -1.81599
O 1.36201 -1.24149 -0.15625
O -2.53160 0.97425 0.88053
H -1.19464 1.53169 2.99235
H 0.42779 1.07459 2.31638
H -0.74416 -0.14410 2.75380
H -0.49635 0.15140 -3.31697
H 0.37725 0.17128 -0.10769
H 2.45375 -0.65116 -3.53719
H 2.05920 -1.39337 0.44184
H -2.81650 0.87599 -0.66389
```

Output
- energy above the lowest of the compared OMol25 structures with the same formula, charge and spin (kJ/mol) = 0.0
- strongest force on any atom (eV Å⁻¹) = 4.8
- orbital gap (alpha / beta) (eV) = 6.417 / 6.419
- lowest unoccupied orbital energy (alpha / beta) (eV) = 0.158 / 0.158

Entry 7:
Computed, not measured: C5H8N2S in the gas phase, with ωB97M-V/def2-TZVPD.

Geometry as XYZ:
```
16
Properties=species:S:1:pos:R:3
C 0.97706 1.20931 0.79024
C 1.02153 -0.03413 -0.08547
C -0.70898 -1.21143 0.02535
C -1.74411 -0.71311 0.95481
C -0.14300 -0.20157 -1.08583
H 1.63733 1.11853 1.63859
H -0.06012 1.37907 1.09859
H 1.27086 2.07250 0.18642
H 1.97499 -0.08137 -0.58588
H 0.70360 -1.35995 1.52073
H -1.10217 -2.13838 -0.42270
H 0.19685 -0.76984 -2.00016
H -0.88213 1.30854 -2.76634
N 0.66330 -1.34137 0.53015
N -2.54210 -0.35376 1.69787
S -1.26293 1.11694 -1.49637
```

Output
- energy above the lowest of the compared OMol25 structures with the same formula, charge and spin (kJ/mol) = 163.8
- strongest force on any atom (eV Å⁻¹) = 1.7
- orbital gap (eV) = 10.026
- SMILES = C[C@H]1N[C@@H](C#N)[C@H]1S
- lowest unoccupied orbital energy (eV) = 0.540

Entry 8:
Computed, not measured: C5H8N2S in the gas phase, with ωB97M-V/def2-TZVPD.

Geometry as XYZ:
```
16
Properties=species:S:1:pos:R:3
C -0.20814 1.68309 -0.10193
C -0.29163 0.21846 0.01592
C -1.39060 -0.58591 -0.09493
C -0.84002 -1.88275 -0.06515
C 2.18251 -0.15605 -0.07418
H 0.27398 2.00646 -1.04099
H 0.36233 2.07897 0.74206
H -1.14540 2.14742 -0.08692
H -3.23326 0.02157 1.16872
H -1.36267 -2.82648 0.05591
H 2.36498 0.47467 0.80475
H 2.80155 -1.03599 -0.12203
H 2.28595 0.53041 -0.89994
N 0.48151 -1.86136 -0.12002
N 0.81863 -0.59179 -0.03000
S -3.09973 -0.22071 -0.15127
```

Output
- energy above the lowest of the compared OMol25 structures with the same formula, charge and spin (kJ/mol) = 86.8
- strongest force on any atom (eV Å⁻¹) = 2.0
- orbital gap (eV) = 9.818
- SMILES = Cc1c(S)cnn1C
- lowest unoccupied orbital energy (eV) = 0.765

Entry 9:
Computed, not measured: C5H8N2S in the gas phase, with ωB97M-V/def2-TZVPD.

Geometry as XYZ:
```
16
Properties=species:S:1:pos:R:3
C -1.44072 0.40415 0.58587
C 0.01719 0.81764 0.67500
C 2.10376 0.28284 -0.43837
C 0.04404 -1.18218 -0.23789
C -1.21149 -1.04223 0.26859
H -3.22859 0.04480 -1.28474
H -1.88893 0.53440 1.52335
H 0.08771 1.72945 0.18981
H 0.07623 0.75441 1.85252
H 2.53308 0.87471 0.67814
H 3.53733 -0.10339 -1.39995
H 0.47821 -2.16558 -0.62239
H -1.86456 -1.90266 0.63687
N 0.80298 -0.03043 -0.11913
N 2.57499 -0.38282 -1.66357
S -2.62123 1.36689 -0.64409
```

Output
- energy above the lowest of the compared OMol25 structures with the same formula, charge and spin (kJ/mol) = 509.0
- strongest force on any atom (eV Å⁻¹) = 8.6
- orbital gap (eV) = 8.548
- SMILES = [H]/N=C/N1C=C[C@H](S)C1
- lowest unoccupied orbital energy (eV) = 0.383

Entry 10:
Computed, not measured: a molecular structure, C5H8N2S, with ωB97M-V/def2-TZVPD.

Geometry as XYZ:
```
16
Properties=species:S:1:pos:R:3
C -1.76230 -1.23574 2.18116
C -2.16409 -0.90582 0.65708
C -0.13811 0.38305 0.51293
C 0.87215 0.61265 -0.53120
C -0.37013 -1.11961 -1.17559
H -0.23108 -1.35457 2.29692
H -2.57402 -2.32443 2.53792
H -2.35935 -0.01869 2.87880
H -2.66041 -1.58485 0.00727
H -2.95973 -0.13884 0.78871
H 0.58767 -0.15404 1.41705
H -0.75187 1.22771 0.99217
H -0.68352 -2.07217 -1.86511
N -1.06147 -0.42373 -0.15645
N 0.64925 -0.27455 -1.51677
S 2.24330 1.55630 -0.45047
```

Output
- energy above the lowest of the compared OMol25 structures with the same formula, charge and spin (kJ/mol) = 738.7
- strongest force on any atom (eV Å⁻¹) = 5.2
- orbital gap (eV) = 7.183
- lowest unoccupied orbital energy (eV) = -0.938